# 1
{"formula": "C38H58F5LuN4O5P2S2Se", "method": "ωB97M-V/def2-TZVPD", "homo_ev": [-0.10, -1.58], "total_charge": -2, "e_above_lowest_kcal_mol": 0.0, "orbital_gap_ha": [0.142, 0.198], "lumo_ev": [3.76, 3.80], "symbols": ["Lu", "C", "C", "O", "C", "C", "C", "C", "C", "C", "O", "H", "H", "H", "H", "H", "H", "H", "O", "S", "O", "O", "S", "F", "C", "C", "F", "C", "F", "C", "Se", "C", "F", "C", "F", "N", "P", "N", "C", "C", "C", "C", "C", "N", "C", "C", "C", "C", "C", "N", "C", "C", "C", "C", "C", "H", "H", "H", "H", "H", "H", "H", "H", "H", "H", "H", "H", "H", "H", "H", "H", "H", "H", "H", "H", "H", "H", "H", "H", "H", "H", "H", "H", "H", "H", "C", "C", "C", "P", "C", "C", "C", "C", "C", "C", "H", "H", "H", "H", "H", "H", "H", "H", "H", "H", "H", "H", "H", "H", "H", "H", "H", "H", "H", "H", "H"], "positions_angstrom": [[0.509, 0.002, -0.330], [-3.169, 2.092, 0.818], [-2.151, 1.008, 0.613], [-1.167, 1.302, -0.138], [-2.534, -0.281, 1.203], [-3.767, -0.334, 1.943], [-4.234, -1.482, 2.522], [-3.555, -2.702, 2.296], [-2.360, -2.715, 1.586], [-1.779, -1.501, 1.151], [-0.564, -1.574, 0.620], [-2.754, 3.023, 0.554], [-3.478, 2.129, 1.907], [-4.092, 1.864, 0.263], [-4.320, 0.579, 1.918], [-5.127, -1.539, 3.197], [-4.039, -3.651, 2.633], [-1.844, -3.671, 1.443], [2.726, -1.184, -3.928], [1.659, -0.457, -3.284], [0.897, 0.455, -4.092], [1.892, 0.226, -1.903], [0.111, -1.984, -2.444], [-8.289, 5.993, -3.368], [-6.954, 5.988, -3.527], [-6.091, 6.610, -2.669], [-6.509, 7.754, -2.071], [-4.812, 6.047, -2.384], [-4.332, 6.317, -1.179], [-4.196, 5.324, -3.450], [-2.243, 5.176, -3.953], [-5.030, 5.024, -4.555], [-4.528, 4.314, -5.575], [-6.403, 5.216, -4.584], [-7.221, 4.608, -5.538], [1.779, 0.233, 1.310], [2.870, 0.366, 2.356], [4.413, 0.723, 1.816], [5.606, 0.723, 2.775], [6.435, 2.053, 2.795], [6.731, 2.584, 1.404], [5.435, 2.614, 0.571], [4.692, 1.260, 0.500], [2.515, 1.531, 3.492], [3.171, 1.798, 4.815], [3.020, 3.288, 5.261], [1.512, 3.677, 5.309], [0.640, 2.739, 4.493], [1.438, 2.442, 3.190], [3.125, -1.035, 3.361], [3.782, -2.197, 2.726], [4.297, -3.205, 3.798], [3.169, -3.788, 4.627], [2.303, -2.641, 5.200], [1.983, -1.541, 4.165], [6.165, -0.151, 2.456], [5.269, 0.495, 3.797], [7.345, 1.841, 3.334], [5.844, 2.792, 3.346], [7.491, 2.023, 0.871], [7.213, 3.541, 1.543], [5.657, 2.994, -0.427], [4.754, 3.307, 1.162], [5.272, 0.536, -0.156], [3.796, 1.481, -0.143], [4.215, 1.395, 4.764], [2.682, 1.251, 5.596], [3.664, 3.859, 4.552], [3.521, 3.425, 6.222], [1.341, 4.686, 4.849], [1.213, 3.845, 6.339], [-0.300, 3.221, 4.213], [0.377, 1.793, 5.013], [1.928, 3.397, 2.767], [0.828, 2.068, 2.363], [4.676, -1.798, 2.203], [3.108, -2.651, 1.990], [4.970, -2.739, 4.541], [4.812, -4.054, 3.373], [3.545, -4.394, 5.425], [2.541, -4.423, 3.999], [2.849, -2.066, 5.994], [1.359, -3.043, 5.666], [1.491, -0.708, 4.733], [1.213, -1.985, 3.474], [-3.712, -3.954, -2.538], [-2.454, -4.118, -3.350], [-1.585, -5.147, -2.634], [-1.667, -2.475, -3.913], [-3.046, -1.286, -4.356], [-3.496, -0.630, -3.062], [-2.660, -0.236, -5.424], [-0.943, -2.930, -5.484], [-1.959, -3.594, -6.467], [0.375, -3.791, -5.373], [-4.109, -4.967, -2.319], [-4.503, -3.437, -3.114], [-3.656, -3.491, -1.493], [-2.913, -4.448, -4.311], [-1.671, -5.110, -1.509], [-0.525, -5.148, -2.950], [-2.036, -6.055, -3.019], [-3.759, -1.970, -4.816], [-2.688, 0.010, -2.666], [-3.653, -1.494, -2.356], [-4.440, -0.100, -3.170], [-2.007, 0.537, -4.898], [-3.610, 0.252, -5.764], [-2.084, -0.656, -6.287], [-0.617, -1.945, -5.801], [-1.653, -4.656, -6.432], [-1.932, -3.289, -7.578], [-3.029, -3.528, -6.197], [0.657, -4.020, -6.430], [0.272, -4.730, -4.862], [1.103, -3.129, -4.948]]}

# 2
{"formula": "C5H11NO2", "method": "ωB97M-V/def2-TZVPD", "multiplicity": 2, "homo_ev": [-15.07, -15.06], "total_charge": 1, "e_above_lowest_kcal_mol": 43.8, "orbital_gap_ha": [0.440, 0.267], "lumo_ev": [-3.09, -7.79], "symbols": ["C", "C", "N", "C", "C", "C", "O", "O", "H", "H", "H", "H", "H", "H", "H", "H", "H", "H", "H"], "positions_angstrom": [[0.866, 0.676, -2.542], [0.221, 0.995, -1.195], [0.505, -0.258, -0.444], [0.141, 0.554, 1.937], [-0.491, -0.196, 0.712], [-0.957, -1.677, 0.893], [-1.956, -1.646, 1.792], [-0.441, -2.645, 0.469], [0.216, 1.070, -3.316], [1.054, -0.473, -2.716], [1.905, 1.078, -2.676], [0.856, 1.840, -0.721], [-0.769, 1.357, -1.230], [1.430, -0.749, -0.174], [0.034, 1.647, 1.875], [-0.235, 0.365, 2.952], [1.281, 0.294, 1.919], [-1.338, 0.381, 0.412], [-2.322, -2.612, 2.055]]}